Record 1
The following is a quantum chemistry calculation of C2H24F6NO16S2 as an isolated structure at a distorted geometry, from the OMol25 dataset.

Each line ends with the Mulliken charge.
Positions of all 51 atoms, in Å:
C  17.72847  17.90814  14.04447  0.477
F  18.20076  17.85610  15.28088  -0.207
F  17.17682  16.76208  13.70679  -0.168
F  16.82683  18.86629  13.94290  -0.208
S  19.12975  18.24255  12.85239  0.896
O  19.81730  19.44146  13.32385  -0.635
O  20.03117  17.09369  12.83878  -0.682
N  18.26844  18.51116  11.38820  -0.354
S  19.20039  19.46039  10.52024  0.924
O  18.82492  20.85044  10.63497  -0.872
O  20.63193  19.29828  10.55970  -0.315
C  18.73299  18.96405  8.73399  0.382
F  17.49169  19.35657  8.45016  -0.197
F  19.56472  19.58179  7.90502  -0.179
F  18.79162  17.65220  8.54375  -0.190
O  22.73386  17.69462  7.38959  -0.699
H  22.49354  18.53316  7.82981  0.400
H  23.24347  17.96652  6.62337  0.278
O  22.53313  22.32489  10.44815  -0.697
H  22.05918  21.84971  11.15957  0.331
H  23.33970  22.63968  10.86671  0.312
O  23.83082  19.53435  11.56554  -0.660
H  23.00495  19.17404  11.21428  0.336
H  23.60988  20.43117  11.83178  0.333
O  21.43749  15.66724  8.79961  -0.591
H  21.70342  16.38150  8.19133  0.369
H  20.65997  15.27518  8.39320  0.292
O  17.55620  15.99104  10.73293  -0.581
H  17.83209  16.93439  10.87986  0.450
H  18.07684  15.69765  9.98150  0.272
O  19.65643  23.32163  12.24248  -0.609
H  19.38007  24.04876  11.67835  0.276
H  19.18131  22.55126  11.90139  0.384
O  15.10892  18.20215  7.43488  -0.629
H  15.21507  18.93508  8.05036  0.336
H  15.84249  18.29401  6.82053  0.293
O  22.46512  20.37907  8.40721  -0.595
H  22.52816  20.79050  9.28996  0.408
H  22.72749  21.07579  7.80048  0.226
O  15.41024  18.54007  11.33284  -0.690
H  16.35674  18.57755  11.55801  0.358
H  15.21057  17.59764  11.29379  0.338
O  21.71542  21.40709  12.89967  -0.560
H  21.45819  22.28945  13.19766  0.222
H  21.24964  20.80323  13.49475  0.336
O  15.24789  14.31214  13.17255  -0.639
H  15.39496  14.17443  14.11302  0.299
H  16.11447  14.18088  12.76763  0.324
O  20.54781  14.33436  13.00007  -0.631
H  21.44446  14.07414  12.77112  0.292
H  20.60115  15.29290  13.14714  0.443

Summary:
2S+1   1
Energy relative to the best compared isomer or geometry (same formula, charge and spin)   0.176 eV
LUMO   2.489 eV
HOMO level   -7.68 eV
Gap between HOMO and LUMO   10.17 eV
Net charge   -1

Record 2
The following is a quantum chemistry calculation of one molecule with the formula C5H9N3O2 at a distorted geometry, from the OMol25 dataset.

Each line ends with the Mulliken charge.
Positions of all 19 atoms, in Å:
C  -0.13843  -1.19968  -0.83624  -0.549
C  -0.84764  1.04875  -0.42251  -0.432
C  0.72571  -1.04918  0.68695  -0.738
C  0.05270  1.22222  0.94876  -0.695
C  -0.16228  0.11911  -1.34001  -0.255
N  1.10464  0.25354  0.86358  0.598
N  2.05965  0.76066  0.08950  -0.708
N  3.22232  0.16792  -0.02496  0.925
O  3.95842  0.56243  -0.89265  -0.649
O  3.58630  -0.68697  0.81308  -0.650
H  0.41966  -1.89874  -1.30093  0.366
H  -1.19486  -1.43845  -0.68140  0.318
H  -1.78040  0.63636  0.07088  0.228
H  -1.12624  2.04207  -0.78602  0.312
H  0.03168  -1.22743  1.51800  0.301
H  1.48688  -1.74397  0.67503  0.434
H  0.52304  2.13042  0.82866  0.458
H  -0.67049  1.05494  1.71909  0.375
H  0.51234  0.51113  -2.08061  0.362

Summary:
2S+1   1
Energy relative to the best compared isomer or geometry (same formula, charge and spin)   8.137 eV
LUMO (alpha / beta)   -0.825 / -1.397 eV
HOMO level (alpha / beta)   -8.74 / -8.44 eV
Gap between HOMO and LUMO (alpha / beta)   7.92 / 7.04 eV

Record 3
The following is a quantum chemistry calculation of a 2-piece molecular cluster, C2N5 overall at a distorted geometry, from the OMol25 dataset.

Each line ends with the Mulliken charge.
Positions of all 7 atoms, in Å:
C  2.26559  -0.09660  -0.04747  -0.014
C  -0.09841  -0.03805  0.09245  0.585
N  3.41381  -0.03952  -0.01826  -0.386
N  -0.71308  1.12839  0.04780  -0.306
N  -0.84688  -1.11788  0.02420  -0.318
N  -1.97010  0.74218  -0.04231  -0.280
N  -2.05093  -0.57851  -0.05641  -0.281

Summary:
2S+1   1
Energy relative to the best compared isomer or geometry (same formula, charge and spin)   3.587 eV
LUMO (alpha / beta)   2.592 / 2.591 eV
HOMO level (alpha / beta)   -6.49 / -6.49 eV
Gap between HOMO and LUMO (alpha / beta)   9.09 / 9.08 eV
Net charge   -1

Record 4
The following is a quantum chemistry calculation of an isolated ion of composition C4H6O3P and charge -1 at a distorted geometry, from the OMol25 dataset.

Each line ends with the Mulliken charge.
Positions of all 14 atoms, in Å:
C  -0.67012  0.21476  -0.13137  -0.057
C  0.38687  -0.73454  -0.04025  0.843
C  -1.97066  -0.29174  -0.10827  0.314
C  1.87178  -0.19498  0.25538  -1.164
O  -2.31857  -1.66704  -0.08735  -0.536
O  -2.92691  0.57768  -0.19309  -0.698
O  0.18585  -1.90825  -0.17392  -0.776
P  -0.52092  2.03166  -0.20807  -0.100
H  2.56029  -1.04284  0.02548  0.317
H  1.93672  0.09235  1.24382  0.302
H  2.15304  0.76195  -0.34901  0.258
H  -1.55369  -2.09267  -0.32854  0.399
H  0.65392  1.87478  -0.99146  -0.071
H  0.21240  2.37888  1.08666  -0.030

Summary:
2S+1   1
Energy relative to the best compared isomer or geometry (same formula, charge and spin)   0.274 eV
LUMO   3.972 eV
HOMO level   -3.75 eV
Gap between HOMO and LUMO   7.73 eV
Net charge   -1
SMILES   C/C([O-])=C(\P)C(=O)O

Record 5
The following is a quantum chemistry calculation of C8H12N2 as an isolated structure at a distorted geometry, from the OMol25 dataset.

Each line ends with the Mulliken charge.
Positions of all 22 atoms, in Å:
C  2.37191  -0.90174  0.75277  -0.794
C  -0.49719  0.93678  -1.34392  -1.421
C  -1.43477  -0.62473  0.13133  -0.890
C  1.60354  -0.78010  -0.50044  -0.219
C  1.02182  -1.44064  0.73031  -0.704
C  0.71174  0.44740  -0.35859  -0.301
C  -1.67460  0.79481  -0.40474  -0.099
C  -0.03632  -0.34716  0.65238  0.859
N  -1.45421  1.76008  0.76791  -0.224
N  -0.98083  0.99435  1.82771  -0.674
H  3.03928  -1.67401  0.64728  0.298
H  2.53642  -0.01203  1.21981  0.244
H  -0.12417  1.91007  -1.61508  0.383
H  -0.63547  0.35077  -2.14173  0.517
H  -2.26709  -0.99629  0.75155  0.280
H  -1.62354  -1.25596  -0.80785  0.355
H  1.73162  -1.23150  -1.51816  0.357
H  0.75021  -2.36184  0.94139  0.564
H  1.30382  1.13473  0.13650  0.392
H  -2.65614  1.13432  -0.68391  0.466
H  -0.80233  2.49908  0.62491  0.325
H  -1.61858  0.38722  2.29237  0.288

Summary:
2S+1   1
Energy relative to the best compared isomer or geometry (same formula, charge and spin)   7.035 eV
LUMO   1.040 eV
HOMO level   -7.43 eV
Gap between HOMO and LUMO   8.47 eV

Record 6
The following is a quantum chemistry calculation of one molecule with the formula C5H3F3O2 at a distorted geometry, from the OMol25 dataset.

Each line ends with the Mulliken charge.
Positions of all 13 atoms, in Å:
C  -1.93257  1.74306  0.02296  0.166
C  -2.20516  0.23308  0.08878  -0.254
C  -1.20649  -0.76264  -0.11921  1.014
C  0.17886  -0.22607  -0.30709  -1.399
C  -3.67956  -0.18887  0.10020  0.842
O  -1.63417  2.83704  -0.04525  -0.215
O  -1.38910  -1.96351  -0.13835  -0.602
F  -4.19783  0.11776  -1.15501  -0.256
F  -3.90422  -1.42530  0.45877  -0.184
F  -4.48437  0.70980  0.81012  -0.281
H  0.13430  -0.12680  -1.35055  0.381
H  0.97391  -1.01190  -0.07743  0.298
H  0.45710  0.64244  0.16782  0.489

Summary:
2S+1   1
Energy relative to the best compared isomer or geometry (same formula, charge and spin)   1.144 eV
LUMO   -0.557 eV
HOMO level   -10.12 eV
Gap between HOMO and LUMO   9.56 eV
SMILES   CC(=O)C(=C=O)C(F)(F)F

Computed values of total energy (unit: a.u.) for the preceding records, in sequence: -2744.8606; -510.3909; -349.8926; -723.1176; -421.3017; -642.3421.